Formula: C27H40N8O5SiW
Source: OMol25
Level of theory: ωB97M-V with the def2-TZVPD basis set

Properties
Highest occupied orbital energy (alpha / beta) = -13.358 / -13.486 eV
Orbital gap (alpha / beta) = 7.68 / 6.70 eV
Calculated total energy = -60496.1429 eV
Net charge = +2
Energy above the lowest of the compared OMol25 structures with the same formula, charge and spin = 0.0000 eV
Spin multiplicity = 3

```
82
Properties=species:S:1:pos:R:3:forces:R:3:lowdin_spin:R:1
W -0.72141 -0.20446 0.64966 -1.0652 0.5861 1.1503 0.872
N 0.51555 -1.32970 2.18877 0.2566 -0.3060 -0.3218 0.014
C 0.91651 -0.58529 3.39820 -0.0049 -0.0307 0.0523 0.003
C 1.36747 0.77461 2.92496 -0.0091 0.0627 0.0246 0.001
N 0.35001 1.34085 2.00733 0.1493 0.0697 -0.3733 0.017
C -0.60709 2.28185 2.64837 0.0734 0.0532 0.0039 0.003
C -1.78130 1.51362 3.21210 -0.0708 0.1043 0.0227 0.000
N -2.28034 0.63473 2.13670 -0.1338 -0.1581 -0.0647 0.024
H -0.01480 -2.16678 2.44437 0.1890 0.2607 -0.0536 0.002
H 1.35098 -1.67092 1.68517 -0.2770 0.0472 0.2405 0.003
H 1.71163 -1.10331 3.93966 -0.0336 0.0349 -0.0632 0.000
H 0.05073 -0.52870 4.05905 0.0630 0.0269 -0.0169 0.000
H 2.28941 0.68058 2.34447 -0.0583 -0.0172 0.1055 0.000
H 1.56876 1.45769 3.75387 -0.0498 -0.0666 -0.0368 0.000
H 0.88430 1.89813 1.31787 -0.2333 -0.2214 0.3587 0.001
H -0.94456 2.96897 1.86840 -0.0092 -0.0619 0.0864 0.000
H -0.09544 2.86905 3.41579 -0.0677 -0.0436 -0.0469 0.001
H -2.55813 2.19932 3.56046 0.0771 -0.0414 -0.0215 0.000
H -1.49629 0.89497 4.06266 0.0384 0.0344 -0.0325 0.000
H -2.91722 1.15371 1.53220 0.0779 -0.1467 0.1714 0.003
H -2.80286 -0.17074 2.50619 0.0854 0.1664 -0.0832 0.000
N -3.80042 -1.96318 2.93162 0.0144 -0.0431 -0.1524 0.001
N -3.62258 -3.02688 2.03220 -0.1826 0.0263 0.1108 0.027
C -2.66357 -3.03142 1.07250 -0.3120 -0.6152 -0.1926 0.048
N -2.65223 -4.07518 0.22549 -0.2060 0.1428 0.2558 0.051
N -1.75213 -2.08622 1.00850 0.4304 -0.0011 -0.2820 0.059
N -0.81317 -2.06087 -0.02643 -0.0319 -1.1766 -1.0706 0.340
O -0.79697 -0.82262 -2.56023 0.0888 -0.3758 0.0044 0.025
O -0.67571 -2.96016 -0.91251 0.2996 0.8138 0.5632 0.373
H -3.69442 -2.30128 3.88691 -0.0245 -0.0010 -0.1935 0.000
H -4.74300 -1.58772 2.82655 0.1824 -0.1152 0.0089 0.000
H -4.29540 -3.78469 2.03265 0.1528 0.1456 0.0333 0.001
H -3.32058 -4.81983 0.30830 -0.0872 -0.0352 0.0849 0.002
H -1.91343 -4.13648 -0.47415 -0.1638 0.1395 0.2460 -0.003
C -3.49372 0.87758 -2.80825 -0.0317 0.0518 0.1047 0.000
C -3.13216 1.11764 -1.35077 -0.0072 0.0085 -0.0615 0.001
C -4.25064 1.87761 -0.64319 0.0323 0.0076 -0.0892 0.001
O -2.91198 -0.14036 -0.64266 0.2628 -0.0844 -0.1833 0.018
C -1.84620 1.93589 -1.21672 0.2914 0.1176 0.2726 0.005
O -1.57740 2.92318 -1.82100 -0.1388 -0.2645 0.0207 0.013
O -1.07007 1.49196 -0.17923 0.0527 0.4119 -0.2927 0.057
H -4.50738 0.48360 -2.87889 0.0014 -0.0291 -0.0047 0.000
H -2.79605 0.19238 -3.28173 0.0508 -0.0365 -0.0125 0.000
H -3.45258 1.82530 -3.34227 -0.0081 0.0145 0.0100 0.000
H -5.16686 1.29201 -0.67537 -0.0290 -0.0277 -0.0045 0.000
H -4.41889 2.82519 -1.15156 -0.0058 0.0083 -0.0366 0.000
H -4.02432 2.11357 0.39567 0.0387 0.0358 0.0699 0.001
H -2.83673 -0.82331 -1.32975 0.1232 0.0749 0.0577 0.000
C 4.13080 3.60995 0.84698 -0.0426 0.0182 0.0144 0.000
C 2.83612 3.81022 0.38611 0.0423 -0.0145 0.0105 0.000
C 2.08488 2.72890 -0.04837 0.0941 0.0247 -0.0591 0.000
C 2.59652 1.42067 -0.01456 0.0711 0.0928 -0.0556 -0.001
C 3.90800 1.24858 0.43651 -0.0143 0.1017 -0.0853 -0.001
C 4.66753 2.33249 0.85925 -0.0334 -0.0244 0.0034 0.000
Si 1.52741 0.03341 -0.69743 0.2258 -0.0523 -0.2619 0.023
C 1.15949 0.55893 -2.46056 0.0256 -0.0287 -0.1558 0.012
C 2.02905 1.42825 -3.13102 -0.0933 0.0014 0.0178 0.002
C 1.80882 1.79192 -4.45080 -0.0260 -0.0295 0.0529 0.001
C 0.71488 1.28712 -5.13672 -0.0127 -0.0115 0.0073 0.000
C -0.15458 0.40709 -4.50862 0.0997 0.0846 0.0237 0.001
C 0.08801 0.05997 -3.19312 -0.0442 -0.2163 0.1082 0.000
C 2.44507 -1.59981 -0.66898 0.0797 -0.0621 0.0510 -0.002
C 3.15444 -2.06077 0.45027 -0.0323 0.0164 -0.0166 0.000
C 3.77319 -3.30254 0.46346 -0.0291 0.0287 -0.0827 0.000
C 3.70244 -4.11604 -0.65802 0.0189 -0.0092 0.0261 0.000
C 3.02974 -3.67528 -1.78627 -0.0246 0.0682 0.0275 0.000
C 2.41051 -2.43331 -1.78926 0.0000 -0.0256 0.0579 -0.001
H 4.72396 4.45033 1.17634 0.0401 0.0492 0.0114 0.000
H 2.42326 4.80792 0.34001 -0.0198 0.0549 -0.0014 0.000
H 1.09356 2.90960 -0.45229 -0.0614 0.0294 -0.0958 0.000
H 4.36497 0.27080 0.42832 0.0357 -0.1096 -0.0193 0.000
H 5.68538 2.17872 1.18668 0.0635 -0.0154 0.0258 0.000
H 2.88870 1.83171 -2.61565 0.0639 0.0354 0.0449 0.000
H 2.49128 2.46925 -4.94197 0.0401 0.0316 -0.0314 0.000
H 0.54416 1.56656 -6.16617 -0.0160 0.0182 -0.0474 0.000
H -0.99648 -0.01906 -5.03542 -0.0467 -0.0264 -0.0070 0.000
H -0.41331 -1.72250 -2.52638 -0.1978 0.4531 0.0730 0.000
H 3.28927 -1.41987 1.31732 -0.0145 0.0441 0.0752 0.000
H 4.33183 -3.62160 1.33066 0.0371 -0.0283 0.0779 0.000
H 4.19148 -5.07925 -0.65958 0.0220 -0.0491 0.0019 0.000
H 2.99686 -4.29442 -2.67024 -0.0043 -0.0421 -0.0708 0.000
H 1.91542 -2.10179 -2.69241 -0.0370 0.0460 -0.0901 0.000
```
Positions in Å, forces in eV/Å.